# 1
Entry from the Open Molecules 2025 dataset: a molecular structure, C29H56AlBeBr3ClFMgN2O10P in a non-equilibrium geometry (the ωB97M-V functional and the def2-TZVPD basis).

Structure (XYZ):
```
106
C29H56AlBeBr3ClFMgN2O10P the ωB97M-V functional and the def2-TZVPD basis
C 0.672 -3.500 1.563
C 1.182 -2.241 2.319
C 1.693 -1.235 1.219
C 1.519 0.241 1.662
C 0.800 1.110 0.599
C -0.340 1.995 1.204
C -1.719 1.342 1.032
C -2.462 1.728 -0.273
C -2.180 0.786 -1.470
C -2.892 -0.550 -1.218
C -2.852 -1.565 -2.376
C -3.553 -2.896 -2.073
C -3.085 -3.591 -0.780
C -3.704 -3.037 0.535
C -4.202 -4.105 1.538
C -3.276 -4.063 2.805
C -3.702 -3.037 3.817
C -3.542 -1.596 3.398
C -3.526 -0.652 4.623
C -3.848 0.815 4.266
C -4.569 1.375 5.491
O -3.884 1.661 6.496
O -5.796 1.525 5.506
H -0.298 -3.255 1.121
H 1.398 -3.753 0.787
H 0.591 -4.323 2.277
H 0.354 -1.724 2.815
H 2.016 -2.474 2.982
H 1.117 -1.469 0.320
H 2.754 -1.435 1.044
H 1.000 0.275 2.639
H 2.521 0.663 1.850
H 0.371 0.419 -0.131
H 1.516 1.719 0.041
H -0.248 2.985 0.748
H -0.125 2.130 2.303
H -1.579 0.256 1.125
H -2.335 1.627 1.895
H -3.525 1.743 -0.016
H -2.174 2.760 -0.505
H -1.104 0.648 -1.605
H -2.584 1.256 -2.373
H -2.375 -1.020 -0.368
H -3.925 -0.408 -0.879
H -1.823 -1.681 -2.740
H -3.419 -1.091 -3.236
H -3.298 -3.583 -2.891
H -4.646 -2.825 -2.107
H -1.990 -3.523 -0.716
H -3.301 -4.648 -0.867
H -4.489 -2.325 0.255
H -2.919 -2.438 1.008
H -5.190 -3.782 1.884
H -4.233 -5.110 1.118
H -3.390 -5.050 3.283
H -2.214 -3.997 2.547
H -4.712 -3.168 4.214
H -2.914 -3.204 4.815
H -2.594 -1.426 2.867
H -4.331 -1.321 2.678
H -4.308 -1.009 5.303
H -2.541 -0.699 5.087
H -2.927 1.401 4.170
H -4.495 0.924 3.389
C -2.191 -7.572 -3.577
N -2.780 -6.533 -2.689
O -3.887 -6.126 -2.957
O -2.104 -6.163 -1.749
H -2.902 -7.800 -4.362
H -1.272 -7.167 -3.990
H -1.992 -8.448 -2.966
O 4.541 2.469 0.385
C 4.239 3.299 -0.485
O 3.123 3.219 -1.136
C 2.684 4.281 -2.022
C 3.389 4.121 -3.337
C 5.235 4.349 -0.816
H 2.839 5.266 -1.577
H 1.608 4.167 -2.135
H 4.468 4.204 -3.209
H 3.068 4.873 -4.057
H 3.193 3.133 -3.749
H 5.996 3.950 -1.499
H 5.643 4.523 0.162
H 4.856 5.280 -1.210
C 4.305 0.933 -6.586
C 4.962 1.401 -5.367
N 5.491 1.767 -4.422
H 4.901 1.211 -7.453
H 4.199 -0.149 -6.557
H 3.319 1.386 -6.672
Mg 6.320 3.503 1.472
O 8.804 2.377 -5.101
P 8.398 3.823 -5.332
O 9.611 4.715 -5.516
O 7.603 4.333 -4.124
O 7.559 3.887 -6.598
Al 0.961 2.080 4.040
C 3.255 6.120 3.166
Br 1.862 6.903 2.108
Br 3.866 7.308 4.544
Br 2.776 4.375 3.857
H 4.142 5.830 2.522
F 5.038 5.613 1.363
Be -3.011 -0.081 -4.629
Cl -2.481 -3.238 6.243
```

largest force on an atom: 4.882 eV Å⁻¹
2S+1: 1
total energy: -11080.27248 Eh
frontier orbital gap: 2.12 eV
charge: +1

These are the Löwdin partial charges, in e, on atoms 1 to 99: -0.098, -0.228, -0.183, -0.245, -0.160, -0.196, -0.187, -0.169, -0.208, -0.216, -0.282, -0.190, -0.196, -0.200, -0.120, -0.173, -0.185, -0.188, -0.205, -0.117, -0.723, 0.053, 0.086, 0.052, 0.080, 0.075, 0.086, 0.107, 0.101, 0.116, -0.029, 0.100, 0.089, 0.096, 0.119, -0.070, 0.100, 0.094, 0.114, 0.112, 0.104, 0.050, 0.084, 0.125, 0.103, -0.106, 0.098, 0.126, 0.108, 0.060, 0.108, 0.063, 0.117, 0.120, 0.126, 0.111, 0.148, -0.156, 0.106, 0.151, 0.121, 0.091, 0.096, 0.117, 0.057, -0.432, 0.082, 0.046, 0.098, 0.103, 0.104, -0.004, -0.501, 0.054, -0.176, -0.050, 0.000, 0.127, 0.129, 0.066, 0.102, 0.073, 0.134, -0.044, 0.115, -0.056, -0.267, 0.159, 0.089, 0.081, 0.078, 1.349, -0.109, -0.137, -0.084, -0.396, -0.094, 0.923, -1.622

***

# 2
Entry from the Open Molecules 2025 dataset: 3 unconnected molecules or ions with the total composition C16H36BN2O5 in a non-equilibrium geometry (the ωB97M-V functional and the def2-TZVPD basis).

Structure (XYZ):
```
60
C16H36BN2O5 the ωB97M-V functional and the def2-TZVPD basis
C 0.544 -3.041 -2.965
C -0.185 -1.767 -3.541
O -0.866 -1.971 -4.587
N -0.209 -0.467 -2.994
C 0.691 -0.234 -1.856
B -0.256 0.675 -4.028
C -1.705 1.504 -3.991
C -2.968 0.570 -3.753
C -3.958 1.060 -2.601
C -4.512 -0.116 -1.681
C -5.073 -1.368 -2.477
N -4.544 -2.594 -1.760
H 0.738 -3.756 -3.819
H -0.193 -3.581 -2.280
H 1.452 -2.824 -2.336
H 0.125 0.410 -1.112
H 1.038 -1.134 -1.280
H 1.625 0.377 -2.101
H 0.074 0.367 -5.136
H 0.564 1.493 -3.667
H -1.666 2.335 -3.207
H -1.786 2.012 -5.012
H -2.733 -0.514 -3.556
H -3.576 0.589 -4.718
H -3.356 1.740 -1.908
H -4.814 1.683 -2.992
H -3.730 -0.440 -0.929
H -5.391 0.315 -1.096
H -4.718 -1.442 -3.546
H -6.202 -1.446 -2.479
H -3.521 -2.492 -1.852
H -4.795 -3.433 -2.293
O 1.048 0.071 0.861
C 0.901 -0.774 1.702
O 0.004 -1.762 1.506
C -0.125 -2.911 2.347
C -1.010 -2.619 3.541
C 1.637 -0.705 3.013
H 0.855 -3.299 2.634
H -0.594 -3.684 1.734
H -0.586 -1.838 4.175
H -1.148 -3.518 4.147
H -1.988 -2.263 3.211
H 1.106 -0.028 3.685
H 2.640 -0.315 2.827
H 1.770 -1.670 3.499
O 3.852 0.988 1.945
C 4.027 1.984 2.597
O 5.004 2.014 3.527
C 5.414 3.196 4.223
C 4.533 3.455 5.428
C 3.118 3.172 2.451
H 5.463 4.052 3.546
H 6.436 3.010 4.559
H 3.496 3.631 5.138
H 4.888 4.325 5.984
H 4.533 2.588 6.093
H 2.220 3.009 3.049
H 2.838 3.264 1.401
H 3.577 4.118 2.732
```

largest force on an atom: 4.371 eV Å⁻¹
2S+1: 1
total energy: -1141.78512 Eh
frontier orbital gap: 5.83 eV
charge: -1

Which charges does Löwdin predict for the atoms? In e, they are: -0.035, -0.468, -0.070, -0.068, -0.128, -0.541, -0.201, -0.235, -0.221, -0.210, -0.283, -0.056, 0.075, 0.076, 0.054, 0.082, 0.056, 0.086, 0.043, 0.036, 0.068, 0.072, 0.075, 0.101, 0.096, 0.094, 0.105, 0.095, 0.100, 0.099, 0.056, 0.046, 0.096, -0.503, 0.003, -0.237, -0.072, 0.012, 0.112, 0.123, 0.063, 0.077, 0.085, 0.096, 0.057, 0.069, 0.096, -0.516, -0.002, -0.239, -0.070, 0.022, 0.114, 0.120, 0.067, 0.079, 0.082, 0.098, 0.103, 0.067

***

# 3
Entry from the Open Molecules 2025 dataset: a single C5H8O molecule (the ωB97M-V functional and the def2-TZVPD basis).

Structure (XYZ):
```
14
C5H8O the ωB97M-V functional and the def2-TZVPD basis
C 2.791 -0.060 0.228
C 1.405 -0.119 -0.253
C 0.223 -0.048 -0.495
C -1.206 0.341 -0.418
C -2.142 -0.805 -0.069
O -1.307 1.293 0.637
H 3.444 -0.855 -0.145
H 2.782 -0.114 1.322
H 3.244 0.901 -0.039
H -1.543 0.814 -1.353
H -1.751 -1.341 0.798
H -3.126 -0.400 0.186
H -2.252 -1.498 -0.908
H -0.561 1.892 0.509
```

largest force on an atom: 0.518 eV Å⁻¹
2S+1: 1
total energy: -270.48234 Eh
energy above the lowest of the compared OMol25 structures with the same formula, charge and spin: 47.41 kcal/mol
SMILES string: CC#C[C@@H](C)O
frontier orbital gap: 10.57 eV
charge: 0

Which charges does Löwdin predict for the atoms? In e, they are: -0.105, -0.071, 0.015, -0.457, -0.051, -0.042, 0.074, 0.081, 0.077, 0.137, 0.086, 0.082, 0.083, 0.091

***

# 4
Entry from the Open Molecules 2025 dataset: a gas-phase ion, C4H11N2S (charge -1) in a non-equilibrium geometry (the ωB97M-V functional and the def2-TZVPD basis).

Structure (XYZ):
```
18
C4H11N2S the ωB97M-V functional and the def2-TZVPD basis
N 1.802 0.836 1.676
C 1.827 0.383 0.370
N 0.829 0.869 -0.616
C -0.640 0.972 0.062
C -1.643 -0.115 -0.505
C -1.204 -1.644 -0.853
S -2.386 -2.846 -1.462
H 0.840 1.292 1.827
H 1.962 0.233 2.384
H 2.772 0.637 -0.042
H 1.680 -0.748 0.358
H 1.112 0.319 -1.468
H -0.541 0.843 1.137
H -0.860 2.074 -0.114
H -1.885 0.524 -1.458
H -2.453 -0.112 0.226
H -0.464 -1.464 -1.630
H -0.747 -2.052 0.108
```

largest force on an atom: 6.576 eV Å⁻¹
2S+1: 1
total energy: -666.63321 Eh
energy above the lowest of the compared OMol25 structures with the same formula, charge and spin: 71.13 kcal/mol
SMILES string: NCNCCC[S-]
frontier orbital gap: 6.04 eV
charge: -1

Which charges does Löwdin predict for the atoms? In e, they are: -0.008, -0.416, -0.076, -0.194, -0.263, -0.860, 0.045, 0.086, 0.017, 0.078, 0.117, 0.105, 0.053, 0.103, 0.111, 0.068, -0.002, 0.036

***

# 5
Entry from the Open Molecules 2025 dataset: a molecular structure, C4H13N2S2 in a non-equilibrium geometry (the ωB97M-V functional and the def2-TZVPD basis).

Structure (XYZ):
```
21
C4H13N2S2 the ωB97M-V functional and the def2-TZVPD basis
N -1.957 -0.238 1.190
C -0.798 -1.041 1.768
C -0.163 -1.926 0.728
S 1.205 -1.202 -0.286
S 1.648 0.686 -0.089
C 0.599 1.772 -1.163
C -0.851 1.863 -0.722
N -1.672 0.679 -1.167
H -1.799 0.716 1.494
H -2.806 -0.504 1.675
H -1.854 -0.153 -0.182
H -1.195 -1.629 2.572
H -0.110 -0.290 2.153
H -0.865 -2.411 0.055
H 0.404 -2.672 1.273
H 0.767 1.517 -2.203
H 0.976 2.773 -0.990
H -0.868 1.786 0.351
H -1.279 2.756 -1.160
H -2.647 0.951 -1.250
H -1.309 0.387 -2.068
```

largest force on an atom: 2.271 eV Å⁻¹
2S+1: 1
total energy: -1065.82959 Eh
energy above the lowest of the compared OMol25 structures with the same formula, charge and spin: 27.13 kcal/mol
frontier orbital gap: 9.48 eV
charge: +1

Which charges does Löwdin predict for the atoms? In e, they are: 0.030, -0.233, -0.485, 0.484, 0.499, -0.477, -0.242, 0.056, 0.094, 0.128, 0.139, 0.118, 0.104, 0.080, 0.068, 0.083, 0.081, 0.080, 0.128, 0.134, 0.131

***

# 6
Entry from the Open Molecules 2025 dataset: a molecular structure, C39H60N3PRuSeSi in a non-equilibrium geometry (the ωB97M-V functional and the def2-TZVPD basis).

Structure (XYZ):
```
106
C39H60N3PRuSeSi the ωB97M-V functional and the def2-TZVPD basis
Ru -0.673 -16.009 7.120
C -4.587 -15.162 6.406
C -3.887 -16.036 5.314
C -5.003 -16.740 4.467
P -2.627 -17.151 6.074
C -2.603 -18.563 4.902
C -1.680 -19.753 5.251
C -2.168 -18.147 3.491
C -3.373 -17.876 7.659
C -4.320 -18.938 7.719
C -4.875 -19.338 8.878
C -5.721 -20.574 8.892
C -4.548 -18.641 10.018
C -3.684 -17.620 10.044
C -3.082 -17.262 8.859
N -1.929 -16.208 8.725
C -1.367 -15.748 9.969
C -0.138 -16.158 10.386
C 0.488 -17.453 9.692
C 0.403 -15.574 11.576
C -0.409 -14.732 12.349
C 0.039 -14.300 13.698
C -1.709 -14.477 11.932
C -2.154 -14.878 10.709
C -3.542 -14.457 10.363
H -5.012 -14.228 6.074
H -3.784 -14.860 7.129
H -5.282 -15.705 7.125
H -3.313 -15.273 4.768
H -5.469 -17.540 5.030
H -4.541 -16.986 3.501
H -5.746 -15.935 4.192
H -3.610 -19.061 4.840
H -0.613 -19.649 5.104
H -1.952 -20.489 4.529
H -1.881 -20.203 6.249
H -2.752 -17.326 2.978
H -2.116 -19.075 2.874
H -1.066 -17.811 3.572
H -4.524 -19.477 6.799
H -5.082 -21.461 8.939
H -6.095 -20.542 7.903
H -6.517 -20.449 9.678
H -4.973 -18.849 10.964
H -3.341 -17.283 11.064
H 0.781 -17.197 8.604
H -0.237 -18.185 9.745
H 1.345 -17.690 10.302
H 1.288 -16.068 12.043
H 1.083 -13.974 13.814
H -0.031 -15.130 14.415
H -0.600 -13.540 14.072
H -2.328 -13.941 12.665
H -3.706 -13.820 9.497
H -3.876 -13.901 11.248
H -4.275 -15.237 10.184
C 4.159 -17.221 5.642
N 3.310 -18.238 6.255
C 1.973 -18.114 6.319
Se 0.922 -16.784 5.352
N 1.508 -19.207 7.045
C 2.556 -19.905 7.560
C 2.502 -21.099 8.263
C 3.776 -21.626 8.544
C 4.955 -21.008 8.046
C 5.002 -19.883 7.291
C 3.711 -19.293 7.033
H 3.674 -16.886 4.679
H 5.088 -17.806 5.401
H 4.323 -16.423 6.360
H 0.621 -19.198 7.492
H 1.612 -21.634 8.502
H 3.925 -22.442 9.228
H 5.939 -21.505 8.177
H 5.946 -19.394 6.929
C -0.365 -12.962 9.245
Si 0.235 -13.589 7.573
C -0.566 -12.759 6.124
C -0.258 -13.424 4.791
C -2.110 -12.770 6.315
C -0.094 -11.321 6.096
C 2.232 -13.591 7.758
C 2.716 -12.338 8.572
C 3.013 -13.548 6.397
C 2.579 -14.826 8.579
H 0.085 -12.011 9.416
H 0.003 -13.564 10.039
H -1.469 -12.979 9.247
H -0.279 -14.567 4.801
H 0.823 -13.325 4.529
H -0.871 -13.113 3.971
H -2.383 -13.804 6.420
H -2.817 -12.454 5.479
H -2.458 -12.192 7.223
H 0.908 -11.293 5.568
H -0.105 -10.959 7.116
H -0.672 -10.648 5.433
H 2.463 -11.410 8.120
H 3.756 -12.254 8.548
H 2.377 -12.303 9.634
H 2.986 -12.603 5.839
H 2.651 -14.302 5.676
H 4.044 -13.811 6.564
H 2.118 -14.806 9.531
H 3.639 -14.927 8.649
H 2.196 -15.696 7.994
```

largest force on an atom: 4.851 eV Å⁻¹
2S+1: 5
total energy: -4812.88574 Eh
frontier orbital gap (spin up / spin down): 6.89 / 6.11 eV
charge: +2

These are the Löwdin partial charges, in e, on atoms 1 to 99: 0.723, -0.128, -0.508, -0.078, 1.027, -0.564, -0.119, -0.122, -0.246, -0.033, -0.271, -0.007, -0.020, -0.035, -0.220, -0.023, -0.313, -0.194, -0.007, 0.012, -0.250, -0.034, 0.001, -0.261, -0.020, 0.082, 0.025, 0.108, 0.100, 0.076, 0.056, 0.110, 0.119, 0.051, 0.073, 0.085, 0.082, 0.100, 0.047, 0.114, 0.103, 0.063, 0.119, 0.125, 0.161, 0.025, 0.048, 0.085, 0.144, 0.099, 0.103, 0.069, 0.142, 0.081, 0.095, 0.072, 0.009, -0.073, -0.547, 0.737, 0.129, -0.199, 0.025, -0.027, -0.078, 0.013, -0.128, 0.095, 0.116, 0.091, 0.126, 0.114, 0.112, 0.132, 0.137, -0.139, 0.780, -0.686, -0.119, -0.103, -0.082, -0.563, -0.077, -0.089, -0.113, 0.042, 0.003, 0.042, -0.012, 0.085, 0.086, -0.006, 0.122, 0.105, 0.101, 0.074, 0.109, 0.067, 0.065

***

> What is the total energy in the first record?

-11080.27248 Eh

***

> What is the total energy in the first record?

-11080.27248 Eh